(1)
{"formula": "C32H72F2N6O7S2", "method": "ωB97M-V/def2-TZVPD", "symbols": ["C", "C", "C", "N", "C", "C", "C", "C", "C", "H", "H", "H", "H", "H", "H", "H", "H", "H", "H", "H", "H", "H", "H", "H", "H", "H", "H", "C", "C", "C", "N", "C", "C", "C", "C", "C", "H", "H", "H", "H", "H", "H", "H", "H", "H", "H", "H", "H", "H", "H", "H", "H", "H", "H", "C", "C", "C", "N", "C", "C", "C", "C", "C", "H", "H", "H", "H", "H", "H", "H", "H", "H", "H", "H", "H", "H", "H", "H", "H", "H", "H", "C", "C", "C", "N", "C", "C", "C", "C", "C", "H", "H", "H", "H", "H", "H", "H", "H", "H", "H", "H", "H", "H", "H", "H", "H", "H", "H", "N", "O", "O", "O", "N", "S", "O", "O", "F", "S", "O", "O", "F"], "xyz": [[5.504, -4.632, 3.248], [4.204, -3.827, 3.332], [4.000, -2.983, 2.064], [3.268, -1.682, 2.282], [1.833, -1.843, 2.735], [3.953, -0.781, 3.329], [3.514, 0.672, 3.058], [3.239, 0.643, 1.562], [3.306, -0.787, 1.063], [6.418, -4.041, 3.307], [5.533, -5.217, 2.327], [5.595, -5.357, 4.057], [4.305, -3.189, 4.210], [3.336, -4.479, 3.410], [3.373, -3.469, 1.332], [4.900, -2.590, 1.592], [1.839, -2.454, 3.632], [1.267, -2.126, 1.847], [1.424, -0.865, 2.992], [3.687, -1.123, 4.327], [5.027, -0.934, 3.221], [2.570, 0.860, 3.569], [4.240, 1.447, 3.285], [2.219, 0.976, 1.338], [3.882, 1.335, 1.019], [2.602, -1.203, 0.343], [4.281, -0.826, 0.571], [-0.197, 2.428, 3.514], [0.787, 3.444, 2.919], [0.268, 3.952, 1.605], [1.213, 4.960, 0.928], [0.454, 5.583, -0.218], [2.438, 4.246, 0.325], [3.652, 5.090, 0.715], [3.239, 5.604, 2.108], [1.812, 6.018, 1.867], [-1.222, 2.785, 3.382], [-0.084, 2.493, 4.597], [-0.078, 1.422, 3.120], [1.783, 2.992, 2.903], [0.953, 4.250, 3.637], [-0.645, 4.512, 1.812], [0.039, 3.121, 0.933], [1.127, 6.198, -0.808], [-0.477, 6.046, 0.100], [0.157, 4.747, -0.853], [2.360, 4.269, -0.759], [2.529, 3.223, 0.678], [3.703, 5.954, 0.047], [4.627, 4.612, 0.651], [3.929, 6.346, 2.500], [3.295, 4.704, 2.726], [1.790, 6.983, 1.357], [1.133, 6.189, 2.701], [-4.329, 1.620, -0.074], [-3.481, 0.430, 0.114], [-4.126, -0.541, 1.111], [-3.306, -1.840, 1.200], [-3.024, -2.467, -0.164], [-3.977, -2.870, 2.095], [-2.927, -3.422, 3.096], [-1.590, -2.889, 2.603], [-1.985, -1.563, 1.927], [-4.251, 2.317, 0.767], [-5.397, 1.402, -0.139], [-4.061, 2.233, -0.936], [-2.526, 0.699, 0.570], [-3.481, -0.125, -0.824], [-5.088, -0.961, 0.813], [-4.235, -0.129, 2.113], [-2.543, -3.433, -0.044], [-2.384, -1.809, -0.746], [-4.042, -2.548, -0.542], [-4.491, -3.675, 1.575], [-4.725, -2.388, 2.722], [-2.985, -4.509, 3.141], [-3.309, -3.138, 4.077], [-1.299, -3.613, 1.839], [-0.789, -2.856, 3.337], [-1.183, -1.234, 1.261], [-2.116, -0.732, 2.620], [-4.102, -2.989, -3.853], [-3.756, -1.517, -4.001], [-2.274, -1.264, -4.169], [-1.895, 0.179, -4.456], [-2.360, 1.014, -3.311], [-0.382, 0.303, -4.699], [-0.194, 1.612, -5.421], [-1.453, 1.877, -6.203], [-2.396, 0.708, -5.799], [-3.711, -3.322, -2.893], [-3.745, -3.591, -4.686], [-5.187, -3.105, -3.824], [-4.061, -0.966, -3.101], [-4.387, -1.016, -4.742], [-1.807, -1.754, -5.024], [-1.694, -1.492, -3.274], [-1.793, 1.943, -3.335], [-2.096, 0.490, -2.396], [-3.425, 1.217, -3.385], [0.145, 0.211, -3.751], [-0.084, -0.528, -5.337], [0.168, 2.372, -4.728], [0.637, 1.453, -6.110], [-1.923, 2.782, -5.818], [-1.267, 1.896, -7.271], [-3.467, 0.887, -5.727], [-2.307, -0.155, -6.460], [0.108, 0.498, -0.827], [0.223, 1.464, -1.600], [0.128, 0.723, 0.423], [0.061, -0.681, -1.262], [1.237, -4.754, -2.334], [0.157, -3.865, -2.919], [0.626, -2.683, -3.620], [-1.173, -3.874, -2.329], [-0.033, -4.904, -4.165], [1.558, -3.711, -1.035], [0.648, -3.319, 0.009], [2.693, -2.876, -1.320], [2.330, -4.918, -0.299]], "lowdin_charge": [-0.086, -0.205, -0.096, -0.245, 0.040, -0.081, -0.132, -0.169, -0.087, 0.081, 0.085, 0.081, 0.099, 0.117, 0.110, 0.139, 0.112, 0.081, 0.096, 0.126, 0.144, 0.092, 0.122, 0.076, 0.116, 0.110, 0.144, -0.073, -0.239, -0.114, -0.220, 0.019, -0.081, -0.133, -0.138, -0.092, 0.081, 0.085, 0.056, 0.088, 0.112, 0.138, 0.117, 0.114, 0.113, 0.105, 0.131, 0.107, 0.120, 0.127, 0.133, 0.107, 0.137, 0.134, -0.098, -0.240, -0.097, -0.232, 0.039, -0.090, -0.141, -0.135, -0.096, 0.086, 0.092, 0.076, 0.110, 0.082, 0.139, 0.140, 0.111, 0.081, 0.113, 0.138, 0.127, 0.121, 0.116, 0.108, 0.112, 0.101, 0.133, -0.069, -0.225, -0.123, -0.245, 0.007, -0.093, -0.167, -0.119, -0.075, 0.052, 0.093, 0.083, 0.091, 0.114, 0.139, 0.103, 0.104, 0.073, 0.107, 0.114, 0.138, 0.116, 0.126, 0.115, 0.124, 0.126, 0.138, -0.562, -0.039, -0.101, -0.026, -0.210, 0.432, -0.285, -0.306, -0.213, 0.552, -0.301, -0.273, -0.217], "homo_lumo_gap_ev": 9.323, "charge": 2, "e_lumo_ha": -0.1422, "e_above_lowest_kcal_mol": 0.00, "spin_multiplicity": 1, "homo_ev": -13.19, "max_force_ev_per_a": 7.87}



(2)
{"formula": "C32H72F4N6O8S4", "method": "ωB97M-V/def2-TZVPD", "symbols": ["C", "C", "C", "N", "C", "C", "C", "C", "C", "H", "H", "H", "H", "H", "H", "H", "H", "H", "H", "H", "H", "H", "H", "H", "H", "H", "H", "C", "C", "C", "N", "C", "C", "C", "C", "C", "H", "H", "H", "H", "H", "H", "H", "H", "H", "H", "H", "H", "H", "H", "H", "H", "H", "H", "C", "C", "C", "N", "C", "C", "C", "C", "C", "H", "H", "H", "H", "H", "H", "H", "H", "H", "H", "H", "H", "H", "H", "H", "H", "H", "H", "C", "C", "C", "N", "C", "C", "C", "C", "C", "H", "H", "H", "H", "H", "H", "H", "H", "H", "H", "H", "H", "H", "H", "H", "H", "H", "H", "N", "S", "O", "O", "F", "S", "O", "O", "F", "N", "S", "O", "O", "F", "S", "O", "O", "F"], "xyz": [[7.824, 5.284, -0.293], [7.011, 3.976, -0.099], [6.216, 4.032, 1.255], [5.245, 2.787, 1.327], [6.110, 1.524, 1.417], [4.397, 2.884, 2.573], [2.992, 2.336, 2.150], [3.001, 2.168, 0.630], [4.318, 2.695, 0.084], [8.108, 5.795, 0.627], [7.136, 6.003, -0.737], [8.716, 5.206, -0.915], [7.587, 3.052, -0.050], [6.433, 3.855, -1.015], [5.468, 4.820, 1.349], [6.871, 4.068, 2.126], [5.500, 0.669, 1.707], [6.723, 1.682, 2.304], [6.776, 1.286, 0.587], [4.880, 2.167, 3.236], [4.217, 3.857, 3.029], [2.929, 1.392, 2.692], [2.132, 2.862, 2.564], [2.863, 1.129, 0.331], [2.202, 2.730, 0.147], [4.824, 2.238, -0.766], [4.158, 3.716, -0.262], [-0.940, -4.678, 3.461], [-0.404, -3.988, 2.181], [-0.928, -4.908, 1.009], [-0.899, -4.212, -0.397], [0.548, -3.947, -0.741], [-1.685, -2.905, -0.483], [-2.682, -3.039, -1.735], [-2.085, -4.198, -2.534], [-1.459, -5.125, -1.472], [-1.981, -4.999, 3.505], [-0.763, -4.076, 4.352], [-0.389, -5.613, 3.562], [0.681, -4.045, 2.098], [-0.589, -2.915, 2.148], [-1.960, -5.219, 1.171], [-0.259, -5.768, 0.990], [1.117, -3.380, -0.005], [0.531, -3.246, -1.575], [0.930, -4.959, -0.881], [-1.060, -2.015, -0.406], [-2.139, -2.899, 0.508], [-2.870, -2.242, -2.454], [-3.711, -3.186, -1.406], [-1.184, -3.914, -3.077], [-2.766, -4.702, -3.220], [-0.596, -5.647, -1.884], [-2.148, -5.832, -1.009], [4.360, 3.208, -4.005], [3.125, 2.376, -3.591], [2.238, 1.671, -4.791], [0.844, 1.245, -4.215], [0.981, 0.117, -3.220], [-0.319, 0.887, -5.298], [-1.694, 1.253, -4.652], [-1.300, 2.571, -4.058], [0.027, 2.451, -3.574], [4.787, 2.862, -4.947], [5.150, 3.362, -3.270], [3.871, 4.133, -4.311], [2.635, 2.936, -2.795], [3.265, 1.517, -2.934], [2.653, 0.775, -5.253], [1.867, 2.348, -5.561], [0.077, 0.077, -2.613], [1.708, 0.215, -2.413], [1.129, -0.775, -3.830], [-0.280, -0.164, -5.584], [-0.143, 1.545, -6.149], [-2.078, 0.560, -3.903], [-2.474, 1.265, -5.413], [-2.120, 2.644, -3.344], [-1.269, 3.122, -4.998], [0.161, 2.463, -2.492], [0.301, 3.447, -3.922], [-5.803, -3.733, 2.033], [-6.172, -2.549, 1.251], [-5.788, -1.283, 2.031], [-5.800, -0.023, 1.123], [-4.705, -0.028, 0.065], [-7.279, -0.088, 0.546], [-7.838, 1.300, 0.812], [-6.681, 2.228, 1.124], [-5.886, 1.301, 1.971], [-6.359, -4.545, 1.564], [-6.085, -3.470, 3.053], [-4.736, -3.956, 2.034], [-7.257, -2.630, 1.175], [-5.788, -2.704, 0.243], [-4.784, -1.315, 2.455], [-6.337, -1.175, 2.966], [-4.951, -0.689, -0.766], [-3.857, -0.554, 0.504], [-4.534, 1.011, -0.216], [-7.091, -0.387, -0.486], [-7.974, -0.716, 1.105], [-8.368, 1.664, -0.068], [-8.562, 1.328, 1.626], [-5.966, 2.607, 0.393], [-7.227, 3.005, 1.659], [-4.867, 1.672, 2.080], [-6.338, 1.108, 2.943], [-1.124, 1.058, 0.199], [-0.994, 0.434, 1.790], [-2.310, -0.061, 2.186], [-0.227, 1.181, 2.764], [-0.072, -0.918, 1.582], [-1.502, 2.441, 0.563], [-0.427, 3.401, 0.816], [-2.707, 2.641, 1.371], [-1.821, 2.805, -0.993], [3.106, -3.032, 4.551], [4.772, -2.953, 4.940], [5.176, -1.883, 5.833], [5.730, -3.461, 3.931], [4.679, -4.090, 6.091], [3.283, -1.742, 3.926], [4.200, -1.528, 2.765], [2.978, -0.519, 4.728], [1.844, -1.823, 3.166]], "lowdin_charge": [-0.080, -0.210, -0.068, -0.236, 0.031, -0.066, -0.108, -0.147, -0.099, 0.076, 0.075, 0.081, 0.095, 0.082, 0.127, 0.140, 0.102, 0.113, 0.102, 0.130, 0.140, 0.099, 0.118, 0.111, 0.097, 0.116, 0.125, -0.073, -0.202, -0.079, -0.253, 0.030, -0.057, -0.114, -0.141, -0.098, 0.070, 0.089, 0.084, 0.102, 0.077, 0.121, 0.141, 0.112, 0.101, 0.115, 0.105, 0.111, 0.102, 0.097, 0.109, 0.130, 0.126, 0.138, -0.070, -0.201, -0.023, -0.190, 0.005, -0.034, -0.155, -0.215, -0.127, 0.078, 0.065, 0.081, 0.093, 0.071, 0.132, 0.118, 0.091, 0.096, 0.105, 0.123, 0.130, 0.108, 0.132, 0.134, 0.138, 0.125, 0.143, -0.103, -0.275, -0.106, -0.181, 0.034, -0.069, -0.165, -0.151, -0.088, 0.096, 0.094, 0.072, 0.111, 0.108, 0.124, 0.142, 0.087, 0.070, 0.101, 0.129, 0.124, 0.127, 0.129, 0.124, 0.137, 0.114, 0.144, -0.291, 0.619, -0.314, -0.228, -0.226, 0.420, -0.294, -0.290, -0.235, -0.214, 0.594, -0.265, -0.290, -0.205, 0.379, -0.344, -0.324, -0.267], "homo_lumo_gap_ev": 7.659, "charge": 2, "e_lumo_ha": -0.1647, "spin_multiplicity": 1, "homo_ev": -12.14, "max_force_ev_per_a": 14.43}